{
  "formula": "C3H9NSi",
  "method": "ωB97M-V with the def2-TZVPD basis set",
  "elements": ["C", "Si", "N", "H", "H", "H", "H", "H", "H", "H", "C", "C", "H", "H"],
  "positions_angstrom": [[-0.63, 0.99, 0.41], [0.51, 0.32, -0.95], [0.40, 1.45, -2.25], [-0.09, 1.64, 1.10], [-1.45, 1.56, -0.02], [-1.05, 0.18, 0.99], [1.86, 0.12, -0.40], [0.04, -0.94, -1.54], [0.48, 2.43, -2.05], [0.86, 1.24, -3.13], [-0.12, -2.08, 2.52], [-0.35, -2.41, 1.40], [0.09, -1.79, 3.51], [-0.56, -2.72, 0.42]],
  "nbo_charge": [-1.101, 1.324, -1.283, 0.235, 0.238, 0.250, -0.221, -0.219, 0.387, 0.389, -0.228, -0.236, 0.231, 0.235],
  "smiles": "C[SiH2]N.C#C",
  "multiplicity": 1,
  "relative_energy_ev": 1.205,
  "e_homo_ev": -9.6
}

{
  "formula": "C3H9O",
  "method": "ωB97M-V with the def2-TZVPD basis set",
  "elements": ["C", "O", "H", "H", "H", "C", "C", "H", "H", "H", "H", "H", "H"],
  "positions_angstrom": [[-1.36, 1.99, 0.28], [-0.82, 0.77, 0.10], [-2.42, 1.97, 0.65], [-0.82, 2.61, 1.05], [-1.39, 2.62, -0.65], [0.70, -1.88, 0.28], [1.40, -0.90, -0.67], [0.21, -2.65, -0.32], [-0.08, -1.33, 0.80], [1.39, -2.36, 0.97], [0.64, -0.46, -1.31], [1.86, -0.07, -0.13], [2.18, -1.42, -1.24]],
  "nbo_charge": [-0.182, -0.995, 0.065, 0.066, 0.068, -0.617, -0.602, 0.171, 0.263, 0.162, 0.247, 0.204, 0.149],
  "multiplicity": 1,
  "relative_energy_ev": 0.391,
  "charge": -1,
  "e_homo_ev": -2.0
}

{
  "formula": "C3H9O",
  "method": "ωB97M-V with the def2-TZVPD basis set",
  "elements": ["C", "H", "H", "H", "H", "C", "O", "C", "H", "H", "H", "H", "H"],
  "positions_angstrom": [[-0.92, -0.85, -2.52], [-0.21, -0.17, -3.00], [-1.25, -1.56, -3.27], [-1.72, -0.31, -2.04], [-0.39, -1.38, -1.73], [-0.19, 0.44, 1.75], [-0.96, 1.41, 1.28], [1.31, 0.61, 1.37], [-0.44, -0.61, 1.40], [-0.23, 0.40, 2.87], [1.66, 1.52, 1.87], [1.41, 0.73, 0.30], [1.91, -0.22, 1.75]],
  "nbo_charge": [-0.852, 0.205, 0.186, 0.235, 0.222, 0.004, -0.954, -0.654, 0.042, 0.053, 0.177, 0.181, 0.154],
  "multiplicity": 1,
  "relative_energy_ev": 0.254,
  "charge": -1,
  "e_homo_ev": -2.0
}

{
  "formula": "C3H9O",
  "method": "ωB97M-V with the def2-TZVPD basis set",
  "elements": ["C", "H", "H", "H", "H", "C", "O", "C", "H", "H", "H", "H", "H"],
  "positions_angstrom": [[0.15, -3.19, -1.15], [0.46, -3.02, -2.14], [0.75, -2.52, -0.53], [-0.90, -2.87, -1.20], [0.16, -4.18, -0.73], [-0.46, 1.28, 0.63], [-0.32, -0.12, 0.76], [0.58, 2.34, 0.02], [-1.20, 1.47, -0.07], [-0.94, 1.69, 1.53], [1.23, 2.80, 0.87], [1.41, 1.93, -0.50], [-0.08, 3.06, -0.41]],
  "nbo_charge": [-1.605, 0.149, 0.212, 0.180, 0.124, -0.041, -0.970, -0.702, 0.070, 0.066, 0.140, 0.202, 0.175],
  "multiplicity": 2,
  "relative_energy_ev": 1.701,
  "charge": -2,
  "e_homo_ev": [4.7, 0.8]
}

Looking at E_tot for the records above, in order, we have -12623.0580; -5303.5041; -5303.6411; -5297.8670 eV.